1.
The following is a DFT calculation (the ωB97M-V functional and the def2-TZVPD basis) of a molecular structure, C4H8O2.

Last column: Mulliken charge in e.
Geometry (Å):
C  1.48  1.02  0.73  -1.03
C  0.05  0.99  0.23  0.04
O  -0.82  0.26  0.85  -0.56
C  -1.05  -0.32  -0.86  0.75
O  -1.96  0.15  -1.46  -0.55
C  -0.64  -1.75  -0.61  -0.86
H  1.49  1.59  1.66  0.31
H  1.82  0.01  0.96  0.26
H  2.15  1.50  0.01  0.34
H  -0.29  1.92  -0.25  0.40
H  0.11  0.29  -1.02  0.03
H  0.28  -1.81  -0.03  0.24
H  -0.53  -2.25  -1.57  0.33
H  -1.45  -2.22  -0.05  0.28

Values from the calculation:
**Orbital gap**: 10.51 eV
**LUMO energy**: 0.73 eV
**Strongest force on any atom**: 0.0125 hartree/bohr
**Energy above the lowest of the compared OMol25 structures with the same formula, charge and spin**: 343.3 kJ/mol
**HOMO**: -9.783 eV

2.
The following is a DFT calculation (the ωB97M-V functional and the def2-TZVPD basis) of a gas-phase ion, C21H31BF6N2O9PS (charge +1) at a distorted geometry.

Last column: Mulliken charge in e.
Geometry (Å):
C  -2.42  -1.60  1.52  -1.13
C  -2.31  -1.91  -0.02  -0.94
C  -1.53  -0.91  -0.95  -0.66
O  -0.23  -1.54  -1.07  -0.35
C  0.70  -0.96  -0.08  2.31
B  2.09  -0.95  -0.93  1.02
O  3.13  -0.04  -0.81  -0.40
O  2.21  -1.96  -1.93  -0.59
C  0.94  -1.89  1.16  -1.47
O  0.98  -1.46  2.29  -0.48
C  1.22  -3.46  1.04  1.17
F  0.42  -4.02  0.06  -0.26
F  2.51  -3.69  0.58  -0.34
C  1.15  -4.26  2.39  0.40
F  2.07  -3.86  3.33  -0.28
F  1.57  -5.55  2.06  -0.30
C  -0.26  -4.46  3.07  0.82
F  -0.83  -3.31  3.57  -0.23
F  -0.02  -5.25  4.19  -0.29
C  -1.34  -5.25  2.24  0.18
O  -1.14  -6.05  1.40  -0.38
O  -2.68  -5.00  2.59  -0.48
C  0.03  0.47  0.06  -0.63
C  0.26  1.36  1.35  -1.47
C  1.80  1.48  1.75  -0.59
C  2.36  2.85  1.20  -0.73
C  3.74  2.78  0.43  -0.77
N  3.58  3.34  -0.92  0.25
C  3.28  4.68  -1.18  -0.21
C  3.21  5.03  -2.58  -0.71
C  3.50  3.71  -3.22  -0.51
C  3.70  2.74  -2.18  -0.56
N  -1.34  0.54  -0.64  1.80
C  -2.36  1.35  0.11  -0.94
C  -3.80  1.52  -0.50  -0.84
C  -4.63  0.25  -0.85  -0.25
O  -5.84  0.70  -1.52  -0.55
P  -1.12  1.25  -2.30  0.13
O  0.12  0.54  -3.12  -0.58
O  -2.44  0.99  -3.26  -0.51
S  -0.76  3.15  -2.28  -0.16
H  -1.55  -1.07  1.98  0.14
H  -3.30  -0.91  1.66  0.26
H  -2.71  -2.54  2.04  0.43
H  -3.36  -2.10  -0.39  0.59
H  -1.81  -2.91  -0.12  0.68
H  -1.94  -1.15  -1.97  0.41
H  3.95  -0.57  -0.93  0.24
H  2.08  -1.46  -2.76  0.34
H  -2.80  -5.23  3.53  0.39
H  0.64  1.07  -0.69  -0.20
H  -0.07  2.42  1.22  0.60
H  -0.27  0.86  2.20  0.42
H  2.41  0.58  1.51  0.26
H  1.80  1.56  2.87  0.51
H  2.49  3.55  2.08  0.39
H  1.65  3.40  0.52  0.49
H  4.24  1.79  0.45  0.32
H  4.45  3.49  0.96  0.35
H  3.14  5.36  -0.32  0.37
H  3.00  6.02  -3.04  0.40
H  3.53  3.60  -4.32  0.38
H  3.95  1.68  -2.38  0.45
H  -1.98  2.40  0.19  0.33
H  -2.48  1.04  1.18  0.59
H  -4.39  2.10  0.27  0.41
H  -3.71  2.24  -1.36  0.44
H  -4.98  -0.23  0.09  0.21
H  -4.14  -0.45  -1.58  0.15
H  -5.51  1.15  -2.33  0.37
H  0.93  1.10  -3.06  0.35
H  -2.79  1.86  -3.55  0.45

Values from the calculation:
**Structure (SMILES)**: CC[C@@H]1O[C@](B(O)O)(C(=O)C(F)(F)C(F)(F)C(F)(F)C(=O)O)[C@H](CCCCn2cccc2)[N@@+]1(CCCO)P(O)(O)=S
**Orbital gap**: 6.87 eV
**Net charge**: +1
**LUMO energy**: -3.58 eV
**Strongest force on any atom**: 0.1055 hartree/bohr
**HOMO**: -10.453 eV

3.
The following is a DFT calculation (the ωB97M-V functional and the def2-TZVPD basis) of 3 unconnected molecules or ions with the total composition C3H11NO at a distorted geometry.

Last column: Mulliken charge in e.
Geometry (Å):
C  0.27  -0.90  -0.53  0.30
C  0.29  0.62  -0.27  -0.64
C  1.64  1.32  -0.11  -1.17
N  -1.02  -1.39  -0.66  -0.69
H  0.87  -1.21  1.41  0.36
H  0.55  -1.35  0.59  -0.43
H  -0.26  0.74  0.70  0.37
H  -0.31  1.14  -1.01  0.33
H  2.15  1.36  -1.13  0.30
H  2.41  0.99  0.60  0.32
H  1.37  2.36  0.05  0.34
H  -0.87  -2.37  -0.44  0.24
H  0.99  -1.21  -1.33  0.35
H  -3.42  -0.07  0.98  0.30
H  -2.08  -0.39  0.36  0.41
O  -2.58  0.36  0.79  -0.68

Values from the calculation:
**Orbital gap**: 8.18 eV
**LUMO energy**: -1.03 eV
**Strongest force on any atom**: 0.1438 hartree/bohr
**Energy above the lowest of the compared OMol25 structures with the same formula, charge and spin**: 471.6 kJ/mol
**HOMO**: -9.209 eV

4.
The following is a DFT calculation (the ωB97M-V functional and the def2-TZVPD basis) of a molecular structure, C6H18N8NiO10 at a distorted geometry.

Last column: Mulliken spin population.
Geometry (Å):
Ni  0.14  -0.14  -0.37  1.84
O  -1.94  -2.07  -3.28  0.00
C  -1.86  -2.22  -1.96  0.00
O  -2.31  -3.25  -1.48  0.00
O  -1.34  -1.41  -1.28  0.02
H  -1.50  -1.23  -3.37  0.00
O  2.84  3.03  0.06  0.00
C  2.51  1.90  0.68  0.01
O  1.75  1.09  0.07  0.03
O  2.83  1.71  1.86  0.00
H  3.20  3.62  0.73  0.00
C  2.24  -2.55  -0.14  0.01
O  1.60  -1.68  -0.68  0.02
N  2.85  -2.34  0.98  0.00
N  2.15  -3.80  -0.39  0.00
H  3.25  -3.09  1.52  0.00
H  2.82  -1.38  1.30  0.00
H  1.41  -4.15  -0.98  0.00
H  2.92  -4.41  -0.15  0.00
C  0.25  -0.89  2.86  0.00
O  0.17  -0.66  1.65  0.02
N  -0.23  -1.87  3.53  0.00
N  1.19  -0.26  3.51  0.00
H  -0.89  -2.55  3.18  0.00
H  0.07  -2.02  4.48  0.00
H  1.56  0.51  2.97  0.00
H  1.27  -0.35  4.51  0.00
C  -2.30  1.87  0.78  0.00
O  -1.54  1.20  0.07  0.01
N  -3.45  1.39  1.17  0.00
N  -2.16  3.10  1.10  0.00
H  -3.63  0.55  0.65  0.00
H  -3.97  1.90  1.86  0.00
H  -2.81  3.67  1.62  0.00
H  -1.37  3.43  0.57  0.00
C  -0.47  1.37  -3.14  0.01
O  0.20  0.71  -2.30  0.01
N  -0.72  2.58  -2.89  0.00
N  -0.96  0.89  -4.26  0.00
H  -0.21  3.02  -2.13  0.00
H  -1.44  3.07  -3.41  0.00
H  -0.44  0.21  -4.79  0.00
H  -1.65  1.49  -4.70  0.00

Values from the calculation:
**Orbital gap (spin up / spin down)**: 7.01 / 7.01 eV
**LUMO energy (spin up / spin down)**: 0.16 / 0.16 eV
**2S+1**: 3
**Strongest force on any atom**: 0.1753 hartree/bohr
**Expectation value of S²**: 2.002
**Energy above the lowest of the compared OMol25 structures with the same formula, charge and spin**: 385.3 kJ/mol
**HOMO (spin up / spin down)**: -6.852 / -6.845 eV

5.
The following is a DFT calculation (the ωB97M-V functional and the def2-TZVPD basis) of a gas-phase ion, C12H19N2 (charge +1) at a distorted geometry.

Last column: Mulliken charge in e.
Geometry (Å):
C  3.34  -0.39  0.43  -0.49
C  3.26  0.97  0.44  -0.54
C  2.23  -1.18  0.32  -1.04
C  2.05  1.61  0.19  -0.75
C  1.04  -0.57  0.06  1.06
C  0.98  0.75  0.01  0.10
C  -0.26  -1.29  -0.09  0.02
C  -1.36  0.73  0.38  1.49
C  -0.32  -2.64  0.56  -1.64
C  -2.78  0.61  -0.14  -1.58
C  -1.36  0.78  1.91  -1.87
C  -0.53  2.09  -1.52  -1.22
N  -0.36  1.32  -0.30  0.23
N  -0.47  -1.51  -1.55  -0.10
H  4.37  -0.93  0.72  0.24
H  4.15  1.51  0.82  0.35
H  2.41  -2.22  0.14  0.35
H  1.99  2.66  0.29  0.55
H  -0.36  -2.63  1.64  0.35
H  0.49  -3.41  0.26  0.36
H  -1.33  -3.08  0.21  0.36
H  -3.01  1.10  -1.11  0.34
H  -3.42  1.08  0.67  0.42
H  -3.32  -0.43  -0.15  0.31
H  -1.31  1.88  2.19  0.37
H  -0.59  0.41  2.54  0.38
H  -2.18  0.24  2.26  0.59
H  -0.90  3.09  -1.22  0.42
H  0.45  2.41  -1.91  0.41
H  -1.04  1.78  -2.44  0.37
H  -0.19  -2.51  -1.77  0.40
H  -0.21  -0.62  -2.06  0.38
H  -1.45  -1.62  -1.81  0.36

Values from the calculation:
**Orbital gap**: 7.94 eV
**Net charge**: +1
**LUMO energy**: -3.06 eV
**Strongest force on any atom**: 0.0998 hartree/bohr
**Energy above the lowest of the compared OMol25 structures with the same formula, charge and spin**: 482.2 kJ/mol
**HOMO**: -11.001 eV